[1]
Molecular formula: C21H33CaN7O4S
Method: DFT, wB97M-V/def2-TZVPD

Computed properties:
DFT total energy: -70211.67106 eV
gap between HOMO and LUMO: 7.950 eV
highest occupied orbital energy: -8.1 eV
E_LUMO: -0.19 eV
max |F|: 1.48 eV/A

```
67
Properties=species:S:1:pos:R:3:forces:R:3:lowdin_charge:R:1
Ca 0.7910 -0.0132 1.0877 -0.208 -0.408 0.222 1.403
N 1.5890 -2.4384 1.1790 0.461 0.625 -0.609 -0.058
C 0.6549 -3.4143 0.6327 -0.494 -0.374 1.190 -0.224
C -0.7784 -3.0441 1.0612 0.693 -0.131 -0.592 -0.212
N -1.3037 -1.8329 0.3582 -0.464 0.047 0.620 -0.149
C -1.5233 -2.2274 -1.0593 -0.239 0.427 -0.539 -0.190
C -0.6758 -1.5218 -2.1598 -1.057 -0.484 0.915 -0.235
N -0.9801 -0.1006 -2.3221 0.962 0.231 -0.099 0.021
C -2.6247 -1.5469 1.0518 0.768 0.384 -0.286 -0.183
C -3.3518 -0.2036 0.8541 1.379 0.223 -0.186 -0.241
N -3.5487 0.1492 -0.5569 -0.544 0.271 0.210 0.006
H 2.4272 -2.3544 0.5996 -0.267 -0.088 0.304 0.082
H 1.8504 -2.6669 2.1278 0.051 -0.081 0.164 0.055
H 0.8780 -4.4182 1.0496 -0.217 0.294 -0.391 0.126
H 0.7493 -3.4592 -0.4381 0.076 -0.008 -0.466 0.099
H -0.7614 -2.9078 2.1358 -0.095 0.280 0.119 0.091
H -1.4235 -3.9038 0.8519 -0.203 -0.045 -0.028 0.120
H -2.5830 -2.1111 -1.3076 0.072 0.146 0.062 0.108
H -1.3281 -3.3001 -1.1329 0.054 -0.010 -0.229 0.105
H -0.7954 -2.1620 -3.0427 -0.026 0.336 -0.232 0.114
H 0.3364 -1.6036 -1.8527 1.133 0.003 0.161 0.070
H -1.7592 0.0476 -2.9357 -0.356 -0.033 -0.320 0.068
H -0.1685 0.4182 -2.7108 -0.792 -0.508 0.408 0.061
H -2.4263 -1.6331 2.1062 0.154 0.113 0.431 0.085
H -3.2809 -2.3670 0.8239 -0.631 -0.448 -0.419 0.110
H -2.8368 0.5960 1.4394 -0.020 -0.466 -0.407 0.092
H -4.2886 -0.3321 1.3640 -0.711 -0.072 -0.005 0.103
H -2.6622 0.3932 -0.9820 0.223 -0.076 0.013 0.015
H -4.1509 0.9712 -0.6575 0.213 -0.405 0.199 0.068
C -0.4375 3.7289 -1.5760 0.516 -0.449 -0.044 -0.033
C 0.0304 2.8583 -0.4340 -0.037 0.289 0.297 -0.281
N 0.9082 1.9236 -0.4965 0.009 0.139 -0.825 -0.027
N 1.5454 1.7094 -1.7388 -0.346 -0.454 1.014 0.046
C 2.1634 0.5286 -1.7124 -0.231 -0.304 0.844 -0.500
O 2.2218 -0.3075 -0.7364 -0.440 0.826 -0.225 -0.215
C 2.8422 0.1082 -2.9576 0.132 0.156 -1.096 -0.157
C 2.6956 0.8110 -4.1710 -0.233 0.261 0.224 -0.038
C 3.4542 0.4597 -5.2680 0.777 -0.397 -0.266 -0.082
C 4.3748 -0.6043 -5.1954 -1.047 0.565 0.658 -0.086
C 4.4815 -1.3241 -4.0258 -0.117 -0.204 0.439 -0.084
C 3.6867 -0.9969 -2.9289 0.252 0.221 0.384 -0.024
C -0.6673 3.0539 0.8807 0.468 -0.785 -0.123 -0.225
C -1.4395 4.1676 1.1202 -0.898 0.842 0.557 -0.020
C -2.1562 4.2494 2.3225 0.048 0.823 -0.231 -0.053
C -2.0456 3.2495 3.2689 -0.599 0.207 0.109 -0.052
C -1.2245 2.1824 2.9562 0.045 0.503 -0.848 -0.133
N -0.5614 2.0679 1.8001 -0.095 0.184 0.110 0.047
H -0.0211 3.2703 -2.4726 -0.038 0.365 -0.102 0.058
H -0.1261 4.7882 -1.4975 -0.090 -0.572 0.012 0.094
H -1.5246 3.6690 -1.6156 -0.067 0.172 -0.057 0.080
H 1.9851 1.6438 -4.2635 0.441 -0.367 0.297 0.109
H 3.4210 1.0502 -6.1786 -0.251 -0.124 0.052 0.100
H 4.9527 -0.9036 -6.0287 0.551 0.012 -0.814 0.087
H 5.2103 -2.1252 -3.9352 -0.199 -0.001 -0.089 0.103
H 3.7597 -1.5398 -1.9880 0.080 0.089 -0.268 0.110
H -1.5547 4.9998 0.4168 0.249 -0.574 0.141 0.115
H -2.7694 5.1478 2.4990 0.245 -0.603 -0.036 0.117
H -2.6481 3.2462 4.1919 0.543 0.078 -0.522 0.119
H -1.1522 1.3738 3.6294 0.267 -0.908 0.535 0.076
C 0.4686 -0.3291 5.6617 -0.230 0.109 -0.282 -0.135
S 0.6518 -1.0570 4.0277 1.120 0.129 0.311 0.423
O -0.6116 -0.8322 3.2979 0.497 0.105 0.014 -0.421
O 0.9916 -2.4621 4.2388 -0.276 0.791 -0.320 -0.342
O 1.7533 -0.2576 3.3830 -1.166 -0.676 0.151 -0.466
H -0.5583 -0.4349 6.0144 0.035 0.011 -0.222 0.065
H 0.7607 0.7185 5.5892 -0.136 -0.057 0.022 0.059
H 1.1139 -0.8447 6.3573 0.304 -0.143 -0.013 0.057
```
Forces are in eV/Å.

=====

[2]
Molecular formula: C21H33Cl2CuN4O3
Method: DFT, wB97M-V/def2-TZVPD

Computed properties:
DFT total energy: -104099.78470 eV
charge: -1
gap between HOMO and LUMO (spin up / spin down): 5.496 / 5.323 eV
highest occupied orbital energy (spin up / spin down): -2.8 / -2.6 eV
multiplicity: 2
E_LUMO (spin up / spin down): 2.73 / 2.73 eV
max |F|: 2.86 eV/A

```
64
Properties=species:S:1:pos:R:3:forces:R:3:mulliken_spin:R:1
O 0.4980 -1.1741 -3.7039 0.780 -2.029 1.099 0.001
C 1.1105 -1.9624 -2.9751 1.090 2.332 0.425 0.008
C 0.7445 -3.3120 -2.5234 -0.397 -0.656 0.096 0.016
C -0.4659 -3.6233 -1.8828 0.015 -0.005 -0.607 -0.012
H -0.9178 -2.8589 -1.2434 -0.325 0.014 -0.515 0.000
C -0.9866 -4.9059 -2.0423 0.588 -0.212 0.116 0.004
H -2.0043 -5.1197 -1.6844 0.637 -0.064 -0.051 0.000
C -0.2017 -5.8852 -2.6820 -0.172 0.137 -0.215 -0.002
H -0.6540 -6.8600 -2.8908 0.303 0.263 0.120 0.000
C 1.1319 -5.6232 -3.0585 -0.679 -0.295 0.380 0.000
H 1.7351 -6.4160 -3.5144 -0.148 0.310 0.387 0.000
C 1.6335 -4.3364 -2.8933 -0.394 0.265 -0.266 -0.002
H 2.6846 -4.0932 -3.0583 -0.319 -0.036 -0.425 0.001
H 2.1160 -1.6320 -2.5851 -0.428 -0.264 -0.454 -0.010
C 3.4522 -0.7389 -0.1768 1.091 0.342 1.092 -0.067
C 2.2853 -1.2963 0.5428 -1.453 -1.499 -1.952 0.597
H 4.2474 -1.5058 -0.2992 -0.159 0.313 0.096 0.000
H 3.8803 0.1547 0.3355 -0.243 -0.427 -0.469 0.006
H 3.1293 -0.4511 -1.1925 0.137 0.100 0.347 0.026
C 1.9911 -2.5545 0.9402 1.297 -0.202 -0.128 -0.272
C 2.9611 -3.2089 1.9055 0.334 -0.035 -0.912 0.057
H 1.1106 -3.0981 0.5693 -0.260 0.574 1.027 0.020
H 3.3723 -4.1634 1.5374 -0.060 -0.018 0.340 -0.009
H 2.4613 -3.3375 2.8745 0.261 -0.071 -0.120 -0.011
H 3.7680 -2.4625 2.0145 -0.110 -0.589 0.324 -0.004
Cu 0.8255 -0.3341 1.2152 -0.341 0.669 -1.014 0.502
Cl -1.1499 -1.1900 0.4509 -0.809 -1.048 -0.693 0.050
Cl 2.2522 0.2325 2.8395 0.980 0.487 1.243 0.065
H -3.2946 -1.3832 -4.2167 -0.025 -0.114 0.111 0.000
H -4.6015 -0.0578 -2.2067 0.040 0.080 0.055 0.000
C -2.5982 -1.5360 -3.3783 0.060 0.228 -0.256 0.000
C -3.6749 -0.1636 -1.6253 0.038 -0.127 0.054 0.000
N -2.5599 -0.3629 -2.5270 -0.048 0.293 -0.023 -0.001
H -1.5975 -1.7231 -3.7822 -0.350 -0.013 0.112 0.000
C -1.6137 0.5922 -2.6712 -0.003 0.607 0.455 0.001
O -1.5175 1.6188 -1.9868 -0.274 -0.882 -0.857 0.000
H -3.4899 0.7338 -1.0320 -0.034 -0.216 -0.055 -0.001
H -0.9123 0.3636 -3.4984 -0.236 0.116 0.400 0.000
H -2.9288 -2.4085 -2.8016 0.127 0.209 -0.063 0.000
H -3.7749 -1.0343 -0.9681 0.093 0.213 0.022 0.001
H 2.8744 4.5566 -0.8406 -0.045 -0.168 0.023 0.000
H 2.1277 4.2492 -3.4827 0.013 -0.173 -0.034 0.000
C 3.2058 3.5176 -0.9774 0.020 0.010 -0.152 0.001
C 2.4461 3.2069 -3.3396 -0.066 -0.074 0.364 0.001
N 2.3652 2.8233 -1.9410 0.218 0.375 -0.218 0.003
H 3.1731 2.9902 -0.0183 -0.051 0.092 -0.273 -0.001
C 1.4739 1.9031 -1.5240 -0.173 -1.055 2.024 -0.004
O 1.3811 1.5434 -0.3361 0.131 0.811 -2.265 0.025
H 1.7929 2.5386 -3.9124 0.183 0.232 0.015 0.000
H 0.8456 1.4775 -2.3269 0.204 0.113 0.261 -0.003
H 4.2317 3.5523 -1.3582 -0.030 -0.084 0.093 0.000
H 3.4802 3.1095 -3.6939 -0.172 -0.026 -0.029 0.000
C -1.0839 -0.3100 3.8664 0.171 -0.366 0.403 -0.001
C -1.0292 0.9224 3.0718 0.653 1.339 -1.593 -0.007
N -0.4257 1.0613 1.9007 -1.371 0.555 0.635 0.020
C -0.7808 2.2834 1.3616 0.138 -0.281 1.173 -0.005
C -1.4976 2.9718 2.3067 0.270 -0.428 -0.692 0.001
N -1.6466 2.0941 3.3714 -0.448 0.136 0.436 0.000
H -0.1721 -0.3952 4.4719 -0.218 -0.108 -0.048 0.001
H -1.9792 -0.2924 4.4993 0.193 -0.133 0.017 0.000
H -1.1332 -1.1689 3.1773 0.001 0.334 0.258 0.001
H -0.5005 2.5299 0.3464 -0.053 0.099 0.379 0.003
H -1.8871 3.9723 2.2451 -0.210 -0.061 0.343 0.000
H -2.1218 2.2577 4.2475 0.034 0.113 -0.340 -0.001
```
Forces are in eV/Å.

=====

[3]
Molecular formula: C21H33ClIrN2O3Si
Method: DFT, wB97M-V/def2-TZVPD

Computed properties:
DFT total energy: -54656.36298 eV
charge: +2
gap between HOMO and LUMO (spin up / spin down): 5.615 / 4.641 eV
highest occupied orbital energy (spin up / spin down): -14.2 / -14.0 eV
multiplicity: 2
E_LUMO (spin up / spin down): -8.55 / -9.32 eV
max |F|: 3.76 eV/A

```
62
Properties=species:S:1:pos:R:3:forces:R:3:mulliken_spin:R:1
Ir 0.6337 -0.6283 -0.7848 0.734 -1.135 -1.817 0.519
Cl 1.4359 -5.2303 -6.3879 -0.030 0.175 0.106 0.020
C 1.1421 -3.9613 -5.2697 0.038 -0.091 -0.290 0.074
C 1.0052 -2.6418 -5.7247 0.005 -0.025 -0.095 -0.040
C 0.7596 -1.6101 -4.8493 -0.042 0.264 -0.009 0.057
C 0.6558 -1.8494 -3.4771 0.154 -0.465 -0.108 0.009
O 0.3885 -0.8213 -2.6893 -0.104 0.181 0.769 0.161
C 0.8019 -3.1844 -3.0128 0.110 -0.172 -0.046 0.043
C 0.6319 -3.5110 -1.6440 -0.036 0.253 -0.418 -0.010
O 0.4106 -2.6990 -0.7152 0.627 0.875 0.794 -0.010
C 1.0349 -4.2331 -3.9318 -0.060 0.149 0.404 -0.016
H 1.0957 -2.4499 -6.7858 -0.011 0.061 0.007 0.000
H 0.6518 -0.5914 -5.1957 -0.007 -0.013 -0.074 -0.001
H 0.6593 -4.5696 -1.3676 -0.142 0.101 0.151 0.000
H 1.1293 -5.2559 -3.5924 -0.008 0.006 0.123 0.001
N 1.5826 0.2899 0.7037 -0.314 -0.652 0.065 0.029
C 2.1071 0.8232 1.5966 0.290 0.191 0.333 -0.032
N 2.7083 1.3909 2.5720 -0.182 -0.077 -0.182 0.030
C 3.1496 0.6173 3.7615 0.147 -0.133 0.082 -0.003
C 4.5185 1.1340 4.1844 -0.021 -0.074 -0.011 0.001
O 4.4750 2.5274 4.3824 -0.006 0.018 0.045 0.000
C 4.2018 3.2125 3.1833 -0.027 0.017 -0.063 0.001
C 2.8042 2.8671 2.6853 -0.045 0.210 -0.001 -0.005
H 3.1787 -0.4391 3.4976 0.016 0.012 0.033 0.001
H 2.4128 0.7791 4.5511 0.034 0.010 -0.025 0.000
H 5.2719 0.8757 3.4295 -0.022 0.000 0.004 0.000
H 4.8045 0.6794 5.1315 -0.030 -0.005 -0.022 0.000
H 4.9496 2.9647 2.4193 -0.022 0.000 0.003 0.000
H 4.2613 4.2786 3.3963 -0.032 -0.020 -0.015 0.000
H 2.6020 3.3054 1.7088 0.017 0.019 0.026 0.001
H 2.0480 3.1967 3.4013 0.043 -0.001 -0.016 0.001
C -2.6340 -1.5467 -1.1914 0.482 -0.221 0.380 0.004
Si -1.5617 -0.2867 -0.2964 -3.049 2.191 0.133 0.042
C -2.0322 1.6362 -1.2142 1.272 -2.737 0.998 0.077
C -3.3914 1.8969 -0.6205 -0.078 0.521 -0.227 0.002
C -2.0533 1.3494 -2.6905 -0.168 0.668 -0.264 0.005
C -0.9625 2.6055 -0.7863 -0.147 0.748 -0.269 0.004
C -1.9557 -0.2242 1.6091 0.613 -0.874 -0.602 0.015
C -1.4498 0.9958 2.3675 -0.060 0.147 -0.166 -0.002
C -1.2337 -1.4874 2.1305 -0.050 0.106 0.284 0.004
C -3.4511 -0.4244 1.8757 -0.098 0.034 -0.145 0.002
H -3.6935 -1.3071 -1.0799 0.068 0.091 0.006 -0.001
H -2.4720 -2.5226 -0.7285 -0.124 -0.110 -0.038 0.000
H -2.4009 -1.6319 -2.2520 0.026 0.079 -0.021 -0.002
H -4.1186 1.1134 -0.8326 0.022 -0.044 0.027 0.001
H -3.7707 2.8092 -1.1011 -0.092 0.005 0.026 0.006
H -3.3556 2.1015 0.4468 -0.011 -0.042 -0.011 0.000
H -2.8428 0.6550 -2.9728 0.038 -0.078 0.007 0.001
H -1.0943 1.0085 -3.0772 -0.046 -0.028 0.009 -0.006
H -2.2777 2.3017 -3.1866 -0.041 -0.038 -0.177 0.006
H -0.9647 2.7877 0.2885 0.082 -0.085 -0.027 0.000
H -1.1695 3.5632 -1.2767 0.093 0.164 0.090 0.005
H 0.0342 2.2949 -1.1072 0.033 0.027 -0.015 0.002
H -0.4097 1.2347 2.1400 0.000 0.008 0.030 0.001
H -1.5236 0.7983 3.4383 0.006 -0.006 0.080 0.002
H -2.0546 1.8815 2.1650 0.071 -0.015 0.000 -0.001
H -0.1528 -1.4564 1.9758 0.043 0.003 0.041 -0.005
H -1.6169 -2.4030 1.6778 -0.003 -0.025 -0.043 0.003
H -1.4096 -1.5593 3.2055 0.031 -0.124 0.083 0.000
H -4.0600 0.4266 1.5765 0.015 -0.021 -0.004 0.000
H -3.5895 -0.5585 2.9505 0.002 -0.017 0.069 0.002
H -3.8442 -1.3178 1.3894 0.000 -0.007 -0.006 0.000
```
Forces are in eV/Å.